A 2-piece molecular cluster, C29H28Cl2N2O2S overall. Source: the OMol25 dataset; level of theory: ωB97M-V/def2-TZVPD.

ORCA input file:
```
! wB97M-V def2-TZVPD RIJCOSX def2/J DEFGRID3
* xyz 0 1
Cl -11.002 1.959 -0.109
C -9.305 1.870 -0.325
C -8.661 0.625 -0.327
C -7.266 0.566 -0.456
C -6.524 1.741 -0.575
S -4.717 1.691 -0.880
C -3.743 1.506 0.576
Cl -2.110 1.553 0.191
O -4.540 0.501 -1.686
O -4.477 3.003 -1.448
C -7.171 2.973 -0.615
C -8.564 3.047 -0.487
H -9.250 -0.286 -0.240
H -6.771 -0.400 -0.503
H -4.050 2.043 1.470
H -6.604 3.883 -0.790
H -9.066 4.012 -0.525
C 0.917 2.425 5.441
N 1.178 1.763 4.174
C 0.228 1.228 3.360
C 0.856 0.560 2.269
C 0.195 -0.095 1.231
C 0.859 -0.644 0.081
C 1.809 0.099 -0.661
C 2.571 -0.485 -1.659
C 2.370 -1.854 -1.997
N 3.105 -2.437 -2.991
C 3.899 -1.626 -3.889
C 4.603 -0.500 -3.154
C 3.602 0.336 -2.358
C 2.699 -3.705 -3.555
C 2.216 -4.666 -2.485
C 1.111 -4.032 -1.643
C 1.351 -2.589 -1.320
C 0.575 -1.963 -0.361
C 2.305 0.690 2.506
C 3.455 0.155 1.944
C 4.717 0.511 2.451
C 4.831 1.352 3.563
C 3.683 1.831 4.214
C 2.455 1.486 3.667
H 1.878 2.752 5.849
H 0.252 3.293 5.307
H 0.444 1.735 6.159
H -0.840 1.344 3.541
H -0.845 -0.355 1.389
H 1.948 1.161 -0.447
H 4.625 -2.281 -4.386
H 3.248 -1.191 -4.668
H 5.359 -0.919 -2.479
H 5.115 0.131 -3.886
H 3.118 1.065 -3.029
H 4.152 0.935 -1.620
H 1.889 -3.548 -4.291
H 3.555 -4.126 -4.094
H 1.837 -5.571 -2.968
H 3.051 -4.950 -1.833
H 0.152 -4.126 -2.176
H 0.997 -4.603 -0.711
H -0.222 -2.537 0.124
H 3.365 -0.543 1.117
H 5.615 0.127 1.967
H 5.815 1.624 3.933
H 3.724 2.455 5.103
*
```

Results
Relative energy (zero: lowest compared OMol25 entry of this formula, charge and spin) (eV): 1.4335
LUMO level (Ha): -0.068
Max |F| (eV Å⁻¹): 2.708
Calculated total energy (eV): -73479.0087

Löwdin charges in e:
1. Cl 0.6725
2. C -0.6963
3. C -0.0982
4. C -0.0515
5. C -0.2563
6. S 0.5524
7. C -0.8280
8. Cl 0.5959
9. O -0.3772
10. O -0.3856
11. C -0.0568
12. C -0.0977
13. H 0.1024
14. H 0.1148
15. H -0.0098
16. H 0.1097
17. H 0.1034
18. C 0.0019
19. N -0.0753
20. C 0.0657
21. C -0.1283
22. C 0.0031
23. C -0.2137
24. C 0.0036
25. C -0.1420
26. C -0.0859
27. N -0.0809
28. C -0.1648
29. C -0.1661
30. C -0.1454
31. C -0.1649
32. C -0.1677
33. C -0.1477
34. C -0.1342
35. C 0.0417
36. C -0.0934
37. C -0.0114
38. C -0.0688
39. C -0.0759
40. C -0.0075
41. C -0.1616
42. H 0.0775
43. H 0.1055
44. H 0.1056
45. H 0.1538
46. H 0.0864
47. H 0.1436
48. H 0.1237
49. H 0.1392
50. H 0.1202
51. H 0.1160
52. H 0.1312
53. H 0.1194
54. H 0.1396
55. H 0.1229
56. H 0.1158
57. H 0.1204
58. H 0.1298
59. H 0.1217
60. H 0.1372
61. H 0.1063
62. H 0.1048
63. H 0.1033
64. H 0.1017



C44H47BaN6O2PS4SeSi as an isolated structure. Source: the OMol25 dataset; level of theory: ωB97M-V/def2-TZVPD.

ORCA input file:
```
! wB97M-V def2-TZVPD RIJCOSX def2/J DEFGRID3
* xyz -2 1
Ba 1.600 -0.208 -0.125
O 6.029 -0.674 -2.492
C 4.966 -0.289 -1.922
N 3.748 -0.916 -2.036
C 3.848 -2.246 -2.572
C 2.882 -3.287 -2.079
C 2.793 -4.556 -2.695
C 1.976 -5.529 -2.154
C 1.067 -5.202 -1.139
C 1.150 -3.945 -0.605
N 2.033 -3.014 -1.069
C 5.123 0.919 -1.124
C 6.448 1.365 -0.953
C 6.690 2.574 -0.409
C 5.599 3.279 0.112
C 4.353 2.708 0.080
N 4.066 1.607 -0.590
H 4.951 -2.515 -2.425
H 3.700 -2.236 -3.716
H 3.455 -4.748 -3.556
H 2.097 -6.519 -2.521
H 0.463 -5.999 -0.656
H 0.462 -3.646 0.212
H 7.178 0.659 -1.461
H 7.717 3.027 -0.440
H 5.711 4.292 0.569
H 3.431 3.186 0.574
S 1.422 2.609 1.880
C 0.690 1.804 3.192
N 0.665 0.492 3.484
C -0.417 0.289 4.342
C -1.078 -0.989 4.712
C -1.900 -0.830 5.831
C -2.315 0.342 6.507
C -1.816 1.555 6.053
C -0.888 1.484 4.984
S -0.324 2.891 4.150
H -1.057 -1.811 4.036
H -2.201 -1.811 6.227
H -3.120 0.235 7.221
H -2.164 2.617 6.387
C 2.358 -2.191 4.158
Si 4.097 -1.367 3.836
C 5.491 -2.417 4.573
C 4.180 0.392 4.467
Se 4.204 -1.530 1.573
H 2.124 -2.388 5.199
H 2.326 -3.119 3.626
H 1.593 -1.473 3.804
H 5.214 -2.684 5.611
H 6.462 -1.847 4.580
H 5.727 -3.229 3.952
H 3.459 1.124 3.981
H 5.104 0.935 4.224
H 4.034 0.453 5.566
C -1.314 5.442 -2.789
C -1.419 5.082 -4.294
N -2.253 3.918 -4.716
C -3.641 4.296 -5.068
C -4.537 4.347 -3.830
C -2.097 2.680 -4.303
O -2.980 1.798 -4.143
C -0.643 2.373 -4.045
C 0.561 2.548 -4.806
C 1.763 1.978 -4.491
C 1.801 1.022 -3.477
N 0.711 0.812 -2.732
C -0.451 1.457 -2.973
H -0.319 5.863 -2.611
H -1.306 4.483 -2.266
H -2.092 6.112 -2.420
H -0.422 4.992 -4.691
H -1.909 5.873 -4.836
H -4.001 3.491 -5.770
H -3.772 5.180 -5.647
H -4.747 3.291 -3.542
H -5.443 4.878 -4.057
H -4.056 4.692 -2.921
H 0.601 3.188 -5.696
H 2.639 2.120 -5.141
H 2.707 0.471 -3.249
H -1.323 1.153 -2.396
S -1.515 -3.430 1.504
P -2.466 -1.755 0.990
S -1.575 -0.031 0.771
C -3.264 -2.132 -0.601
C -4.408 -2.958 -0.597
C -5.154 -3.127 -1.822
C -4.637 -2.588 -3.032
C -3.408 -1.975 -3.030
C -2.715 -1.783 -1.846
C -3.799 -1.659 2.225
C -4.913 -0.978 1.748
C -6.131 -1.024 2.350
C -6.300 -1.882 3.452
C -5.189 -2.436 4.038
C -3.952 -2.321 3.413
H -4.663 -3.551 0.289
H -6.100 -3.606 -1.874
H -5.137 -2.658 -3.965
H -2.975 -1.588 -3.928
H -1.756 -1.262 -1.761
H -4.842 -0.378 0.818
H -6.885 -0.336 2.009
H -7.298 -2.039 3.939
H -5.311 -2.833 5.052
H -3.073 -2.830 3.806
*
```

Results
Relative energy (zero: lowest compared OMol25 entry of this formula, charge and spin) (eV): 4.4884
LUMO level (Ha): 0.125
Max |F| (eV Å⁻¹): 5.068
Calculated total energy (eV): -185980.0412

Here are the Löwdin charges for atoms 1 to 99, given in e:
1. Ba 1.2565
2. O -0.0802
3. C -0.5302
4. N -0.1001
5. C -0.2328
6. C -0.2629
7. C -0.0478
8. C -0.0941
9. C -0.0816
10. C -0.1612
11. N 0.0096
12. C -0.2193
13. C -0.0319
14. C -0.0957
15. C -0.0905
16. C -0.2043
17. N 0.0518
18. H 0.1346
19. H 0.1316
20. H 0.1096
21. H 0.0817
22. H 0.1099
23. H -0.0185
24. H 0.1330
25. H 0.1120
26. H 0.1049
27. H 0.0289
28. S 0.3822
29. C -1.1780
30. N 0.0094
31. C -0.2812
32. C -0.0036
33. C -0.1399
34. C -0.1390
35. C -0.1389
36. C -0.5172
37. S 0.9252
38. H 0.0533
39. H 0.0912
40. H 0.0778
41. H 0.1197
42. C -0.2503
43. Si 0.0513
44. C -0.2622
45. C -0.2516
46. Se 0.0153
47. H 0.0010
48. H -0.0057
49. H -0.0193
50. H 0.0152
51. H 0.0288
52. H -0.0252
53. H 0.0219
54. H 0.0121
55. H 0.0182
56. C -0.0502
57. C -0.1755
58. N -0.0527
59. C -0.1977
60. C -0.0723
61. C -0.4400
62. O 0.0453
63. C -0.0859
64. C -0.0369
65. C -0.0585
66. C -0.1241
67. N -0.0290
68. C -0.0601
69. H 0.0773
70. H 0.0778
71. H 0.0675
72. H 0.0894
73. H 0.1000
74. H 0.1328
75. H 0.0917
76. H 0.0818
77. H 0.0608
78. H 0.0665
79. H 0.1092
80. H 0.1139
81. H 0.0732
82. H 0.1043
83. S 0.2414
84. P -0.0155
85. S 0.1517
86. C -0.3992
87. C -0.0821
88. C -0.0636
89. C -0.1091
90. C -0.1020
91. C -0.0941
92. C -0.3951
93. C -0.1421
94. C -0.0996
95. C -0.1082
96. C -0.0994
97. C -0.1193
98. H 0.1087
99. H 0.0700



One molecule with the formula C4H10O2. Source: the OMol25 dataset; level of theory: ωB97M-V/def2-TZVPD.

ORCA input file:
```
! wB97M-V def2-TZVPD RIJCOSX def2/J DEFGRID3
* xyz 0 1
C -1.693 -0.558 0.032
C -0.258 -0.026 0.038
C 0.865 -0.768 -0.679
O 1.355 0.307 -1.634
C 0.156 0.643 1.354
O 1.493 1.101 1.309
H -1.920 -1.053 -0.920
H -1.939 -1.257 0.842
H -2.383 0.292 0.123
H -0.130 0.737 -0.759
H 0.535 -1.676 -1.200
H 1.749 -0.959 -0.066
H 1.004 0.276 -2.542
H -0.551 1.472 1.532
H 0.095 -0.017 2.232
H 1.634 1.490 0.434
*
```

Results
Relative energy (zero: lowest compared OMol25 entry of this formula, charge and spin) (eV): 1.7866
LUMO level (Ha): 0.031
SMILES: CC(CO)CO
Max |F| (eV Å⁻¹): 2.199
Calculated total energy (eV): -8403.7604

Löwdin charges in e:
1. C -0.0635
2. C -0.3626
3. C -0.1418
4. O -0.1333
5. C -0.2401
6. O -0.0673
7. H 0.0750
8. H 0.0776
9. H 0.0779
10. H 0.1265
11. H 0.1179
12. H 0.1161
13. H 0.0894
14. H 0.1203
15. H 0.1263
16. H 0.0815